Entry from the OMol25 dataset: a molecular structure, C16H18F9N10O7RhS (ωB97M-V/def2-TZVPD).

```
62
Properties=species:S:1:pos:R:3:forces:R:3
Rh -1.23800 -0.45063 -0.11767 -0.2 0.3 0.1
N -0.08216 -1.39195 -1.96062 0.3 0.0 0.2
N 1.24805 -0.94507 -2.16264 -0.3 -0.1 -0.1
C 2.27852 -1.56537 -1.57475 0.1 0.1 0.0
N 3.43252 -0.89203 -1.54828 -0.2 -0.1 -0.4
N 2.02250 -2.82005 -1.17157 0.2 0.1 0.3
N 3.05858 -3.53575 -0.64364 0.2 -0.6 -1.1
O 2.78281 -4.67874 -0.30027 -0.1 0.4 0.2
O 4.21831 -3.11905 -0.63999 -0.3 -0.1 0.4
H -0.05272 -2.40615 -1.99815 -0.1 0.0 -0.1
H -0.60104 -1.03504 -2.75549 -0.1 -0.1 -0.1
H 1.28246 0.03202 -2.40984 0.0 0.1 0.1
H 3.41687 0.10738 -1.65400 0.0 0.0 0.0
H 4.21185 -1.34851 -1.10959 0.1 0.0 0.1
C 0.13940 6.26989 1.32223 0.0 0.0 0.0
C -0.26061 5.19303 0.35121 0.0 0.0 0.0
C -1.22977 5.42465 -0.61644 0.0 0.0 0.0
C -1.59451 4.43320 -1.51504 0.0 0.0 0.1
C -0.97342 3.19590 -1.44177 0.1 0.1 0.0
C 0.00313 2.93865 -0.48238 0.0 0.0 0.0
C 0.34705 3.93639 0.40765 0.0 0.0 0.0
S -1.45646 1.95211 -2.58232 0.0 -0.1 -0.1
O -2.37974 2.54020 -3.50794 0.0 0.0 -0.1
O -0.26570 1.30529 -3.08767 0.1 -0.1 0.1
N -2.21667 0.79841 -1.68628 0.0 0.2 0.1
C -3.50413 1.08975 -1.30326 0.1 -0.2 -0.1
C -3.37599 1.77856 0.38764 0.0 0.1 0.2
O -4.05599 2.76107 0.46877 0.1 -0.3 0.0
O -2.62593 1.06328 1.04801 -0.1 0.0 -0.2
H -0.51423 7.13804 1.24516 0.0 0.0 0.0
H 1.16293 6.59862 1.13059 0.0 0.0 0.0
H 0.10179 5.90203 2.34909 0.0 0.0 0.0
H -1.71873 6.39051 -0.66310 0.0 0.0 0.0
H -2.35889 4.60594 -2.26036 0.0 0.0 0.0
H 0.48506 1.97095 -0.40619 0.0 0.0 -0.1
H 1.08901 3.73225 1.16997 0.0 0.0 0.0
H -4.07854 0.20636 -1.02390 0.0 0.0 0.0
H -4.05359 1.81202 -1.89814 0.0 0.1 0.0
F 0.81239 0.39138 4.17047 -0.1 0.0 -0.2
C 0.24007 0.27478 2.96336 -0.2 -0.1 0.0
F -0.12662 1.49157 2.56489 0.0 -0.1 0.0
F -0.87695 -0.46806 3.10692 0.2 0.2 0.0
C 1.16924 -0.39624 1.90537 0.1 -0.1 -0.1
O 0.70172 -0.29225 0.63797 0.2 0.2 0.1
C 1.33656 -1.91228 2.27463 -0.1 -0.1 -0.1
F 2.44259 -2.42101 1.70300 -0.2 0.1 0.3
F 0.28964 -2.61081 1.79142 0.2 0.1 0.1
F 1.40105 -2.15123 3.59012 0.1 0.0 -0.2
C 2.57755 0.28251 1.98099 0.0 0.1 0.2
F 3.30339 -0.16083 3.02142 -0.1 0.2 -0.3
F 2.46125 1.61992 2.10681 0.1 -0.3 -0.1
F 3.27307 0.04947 0.85914 -0.1 0.2 0.5
N -1.44583 -6.87933 0.09613 -0.1 0.0 0.0
C -1.25719 -5.55192 0.01573 0.3 0.2 -0.1
N -0.01247 -5.08618 -0.07320 -0.1 -0.2 -0.2
N -2.33588 -4.78864 0.02940 -0.4 0.0 0.1
C -2.24205 -3.49996 -0.01926 0.0 -0.1 0.0
N -2.25374 -2.33981 -0.06946 0.1 -0.1 0.0
H -0.67504 -7.51393 0.19204 0.0 0.0 0.0
H -2.37627 -7.20477 0.28631 0.0 0.0 0.0
H 0.77615 -5.69965 -0.19056 0.1 0.1 0.1
H 0.17339 -4.12090 -0.30272 0.1 0.1 0.2
```
Positions in Å, forces in eV/Å.

Output
M (g/mol): 768.3
<S²>: 6.0104
Energy above the lowest of the compared OMol25 structures with the same formula, charge and spin (kJ/mol): 6.6
E (hartree): -3102.1951
2S+1: 5
HOMO (spin up / spin down) (eV): -8.6 / -9.5

Atom charges from the Mulliken analysis, given in e for atoms 1 to 8: number 1, Rh, carries 0.39; number 2, N, carries -0.53; number 3, N, carries -0.13; number 4, C, carries 0.62; number 5, N, carries -0.39; number 6, N, carries -0.66; number 7, N, carries 1.16; number 8, O, carries -0.73